Entry 1:
The following is a DFT calculation (ωB97M-V with the def2-TZVPD basis set) of a cluster of 8 separate species, C27H67N3O12S3 in total.

The geometry in XYZ format:
```
112
Properties=species:S:1:pos:R:3:mulliken_charge:R:1
H 2.115 0.630 -3.842 0.143
H -5.959 2.974 2.465 0.447
H -2.683 1.505 -3.263 0.428
N 0.188 -0.829 0.938 0.767
H -1.924 3.285 -0.915 -0.104
H -4.694 -3.071 -4.366 0.289
H 6.061 -0.024 -1.819 0.328
H 0.955 2.560 -1.745 0.011
H 2.320 0.445 -1.985 0.164
O -3.611 -2.090 -0.436 -0.540
O 0.578 1.512 5.355 -0.274
C -0.995 3.061 4.450 -1.155
H -3.316 0.683 4.146 0.148
H -5.229 -0.119 2.101 0.355
C -5.617 -1.848 -2.119 -1.009
H -4.247 3.579 2.825 0.243
S -0.774 4.187 0.782 0.643
H -2.898 -3.631 -1.629 0.297
N 2.883 -4.503 -2.957 0.378
H -2.552 0.861 -5.496 0.342
H -0.858 0.456 -5.163 0.154
H -2.108 -0.728 -5.868 0.268
H 5.396 0.444 -0.296 0.230
H -4.889 -0.137 0.358 -0.106
H 2.559 -3.445 -4.767 0.370
C -5.275 0.470 1.186 -0.874
O -4.368 2.794 0.117 -0.734
C 1.950 -4.789 -2.016 0.017
O 0.909 -4.202 -1.852 -0.561
H 0.925 1.046 1.451 -0.108
H 2.308 1.485 6.359 0.344
H 3.496 -2.633 -3.542 0.301
C -1.188 -0.299 1.119 0.008
H -1.050 3.979 3.924 0.474
H -0.084 6.658 0.712 0.318
H -2.625 1.157 5.667 0.347
O 0.178 3.070 0.870 -0.514
H 0.628 2.290 3.383 -0.243
H 0.892 -0.640 6.369 0.374
C -4.617 -3.658 -3.456 -0.996
H -2.120 4.947 -1.129 0.519
C 1.885 0.966 5.492 -0.551
H 3.018 -0.726 3.454 0.276
H 1.795 -2.724 -3.394 0.167
C -2.295 0.560 -2.895 -0.255
S 4.908 -1.866 -0.713 0.826
C -4.901 2.690 2.710 -1.194
C 5.091 -2.267 1.050 -0.891
C 2.418 -1.592 3.741 -0.661
C 1.227 0.027 1.103 0.092
O 1.320 -1.129 4.492 -0.290
H -6.328 -2.402 -1.462 0.367
C -2.398 1.085 4.629 -0.568
O 5.642 -2.959 -1.349 -0.706
H 4.801 3.119 -2.175 0.253
C 1.754 -0.493 5.735 -0.678
C 3.828 2.635 -1.909 -0.300
H 2.461 1.039 4.568 0.350
H 4.799 -3.269 1.251 0.375
H -2.843 0.073 -2.075 -0.227
H -1.746 -0.913 1.877 0.340
H 4.479 -1.590 1.643 0.024
H 3.911 2.015 -1.001 0.063
H 3.964 -6.352 -2.776 0.274
C 3.863 -5.454 -3.419 -0.994
N -4.465 -2.709 -2.410 0.405
H -0.648 4.304 -1.652 0.306
C -1.898 0.048 -5.154 -0.731
H 6.933 -0.583 -0.240 0.374
H 2.148 -5.730 -1.371 0.282
H -3.756 -4.305 -3.530 0.341
C -1.399 4.202 -0.909 -0.770
H 1.301 2.884 -3.447 0.477
C -0.911 0.784 -2.342 0.533
C -3.585 -2.797 -1.412 -0.003
H -1.155 3.313 5.533 0.394
O 3.480 1.841 -2.967 -0.458
O -2.308 -0.468 -3.916 -0.286
C 5.965 -0.347 -0.760 -1.004
H 4.769 -4.896 -3.316 0.356
H 1.414 -2.411 0.538 0.125
H 1.117 3.411 4.637 0.394
H -1.730 -0.345 0.175 -0.528
H -0.233 -2.879 1.068 0.367
H 2.735 -0.853 6.104 0.413
C 0.432 2.568 4.371 0.493
H 3.070 3.406 -1.677 0.169
H -5.363 -0.954 -1.594 0.185
H -4.855 1.972 3.524 0.334
H 3.751 -5.720 -4.402 0.364
H 3.014 -2.278 4.347 0.441
H -0.932 1.220 -1.384 -0.041
O -2.066 2.312 3.949 -0.057
S -4.134 1.893 1.285 0.988
C 2.643 -3.303 -3.716 -0.949
C 0.426 5.644 0.649 -1.062
C 0.329 -2.209 0.434 -1.280
H -6.196 -1.631 -2.960 0.429
H 1.981 -2.074 2.833 0.068
H 1.109 5.524 1.483 0.342
H -6.246 0.922 0.993 0.466
H 6.174 -2.118 1.232 0.406
H -5.499 -4.276 -3.236 0.333
H -1.124 0.754 1.398 0.072
H -1.625 0.354 4.506 0.127
C 2.248 1.105 -2.848 -0.053
C 1.054 2.098 -2.756 -0.431
H 0.835 5.428 -0.344 0.267
O 2.402 -0.275 0.779 -0.502
H 0.062 -2.236 -0.576 0.546
H -0.372 -0.140 -2.183 0.280
O -0.207 1.645 -3.228 -0.504
```

Its total charge is 0. Its HOMO-LUMO gap is 8.79 eV.

---

Entry 2:
The following is a DFT calculation (ωB97M-V with the def2-TZVPD basis set) of a structure of composition C18H20Br2N5OPdS.

The geometry in XYZ format:
```
48
Properties=species:S:1:pos:R:3:nbo_charge:R:1
C 0.979 2.739 -3.177 -0.117
C -4.105 -2.217 4.566 -0.205
H -1.582 -2.802 0.998 0.423
Br 3.167 2.063 0.893 0.045
C 2.333 3.118 -2.988 -0.082
C -3.147 -0.066 4.091 -0.191
H -4.952 -1.184 1.450 0.237
N -3.477 1.014 1.959 -0.574
C 0.281 2.922 -4.391 -0.111
N -2.579 2.131 0.174 -0.749
H -3.489 1.911 2.425 0.405
C 0.269 2.157 -2.098 0.097
H -2.579 3.004 0.681 0.400
H 1.738 -0.198 1.653 0.427
C -4.668 -2.241 3.298 -0.201
Pd -0.350 -0.582 0.310 0.789
C -4.480 -1.183 2.421 -0.216
Br 3.317 3.920 -4.386 0.088
H 0.796 3.360 -5.235 0.240
H -2.929 -1.083 5.960 0.228
H 2.305 -2.303 2.503 0.228
H -1.586 2.687 -5.403 0.235
H -2.554 0.789 4.396 0.213
H 0.245 -3.789 2.347 0.221
N -0.611 -2.557 0.816 -0.755
H -2.710 1.755 -3.377 0.201
C -3.354 -1.121 4.966 -0.214
H -4.269 -3.041 5.248 0.228
C -1.659 2.027 -3.347 0.077
C -2.923 0.998 0.738 0.390
H -2.057 2.057 -0.723 0.465
C 0.253 -2.752 2.008 -0.242
H 2.286 -0.848 0.283 0.416
H 2.078 -2.996 0.901 0.210
O 0.304 1.323 0.179 -0.783
H -5.282 -3.078 2.993 0.228
C 2.233 2.312 -0.738 -0.177
C 0.914 1.893 -0.840 0.364
C -3.701 -0.107 2.818 0.112
C -1.029 2.553 -4.487 -0.257
H 3.965 3.230 -1.631 0.249
N -1.049 1.847 -2.202 -0.469
C 2.939 2.928 -1.784 -0.237
N 1.579 -0.965 1.002 -0.791
H -0.285 -3.149 0.055 0.398
C 1.652 -2.305 1.630 -0.245
H -0.145 -2.125 2.806 0.219
S -2.665 -0.469 -0.160 -0.214
```

Its total charge is +1. Its HOMO-LUMO gap is 6.87 eV.

---

Entry 3:
The following is a DFT calculation (ωB97M-V with the def2-TZVPD basis set) of a cluster of 5 separate species, C14H26BClNO14P2 in total.

The geometry in XYZ format:
```
59
Properties=species:S:1:pos:R:3:nbo_charge:R:1
P -0.232 -0.647 -0.328 0.886
C 0.728 0.193 -4.379 -0.111
C -1.515 -5.203 3.225 -0.100
H -2.334 -5.154 1.205 0.174
O 1.492 -4.753 1.700 -0.554
C 0.599 5.966 -2.338 -0.099
O -3.516 -1.797 2.630 -0.521
O -1.495 -1.703 3.627 -0.599
H -5.162 -0.589 2.895 0.172
C 2.677 -1.277 0.100 -0.642
O 1.478 2.099 -3.343 -0.506
P 1.155 0.703 1.978 0.949
H 4.688 -1.835 0.770 0.187
H 2.727 -0.812 -0.895 0.193
H -0.759 5.671 -0.631 0.200
C 2.491 1.196 -3.370 0.975
O 2.130 0.110 -4.079 -0.487
H 0.938 -1.834 1.612 -0.003
H 0.547 -0.235 -5.361 0.191
H 2.130 2.650 1.204 0.365
O -1.433 4.900 -2.424 -0.491
O -2.473 0.157 2.809 -0.472
O 0.307 5.506 -3.662 -0.489
H 4.523 -0.117 0.483 0.185
H 0.059 4.188 -1.194 0.211
Cl 0.053 -2.232 -1.767 -0.441
C -0.365 5.147 -1.496 -0.105
O 3.548 1.363 -2.853 -0.585
H 2.631 -2.350 -0.105 0.225
H -0.508 1.941 -3.890 0.208
H -1.118 -2.012 1.098 0.503
H -4.920 -1.205 1.237 0.202
H -3.074 0.353 0.862 0.228
H 1.646 5.780 -2.120 0.213
O -0.179 -5.624 2.941 -0.507
H -1.501 -4.529 4.082 0.197
C -0.938 4.984 -3.678 0.970
H 0.388 7.036 -2.288 0.176
C -1.903 -4.479 1.949 -0.109
H -3.978 1.340 2.046 0.190
H 2.886 1.333 0.521 0.385
H -2.562 -3.627 2.114 0.230
C -2.397 -1.153 3.076 0.993
C 0.349 -4.789 2.000 0.978
H 3.817 -0.824 1.925 0.216
O -1.491 -1.305 0.537 -1.050
B 1.287 -0.929 0.882 -0.640
C -4.424 -0.811 2.121 -0.094
C -3.512 0.376 1.855 -0.102
C 3.993 -0.995 0.861 -0.611
N 2.399 1.688 1.332 -1.163
O 1.894 0.262 3.439 -1.003
H 0.169 -0.348 -3.618 0.226
H 1.208 -0.200 3.941 0.477
H 0.643 2.217 -5.217 0.178
C 0.475 1.686 -4.277 -0.101
O -1.509 4.624 -4.657 -0.589
H -2.123 -6.078 3.442 0.186
O -0.635 -4.023 1.470 -0.498
```

Its total charge is -1. Its HOMO-LUMO gap is 6.10 eV.

---

Entry 4:
The following is a DFT calculation (ωB97M-V with the def2-TZVPD basis set) of a cluster of 8 separate species, C5H27N2O7 in total.

The geometry in XYZ format:
```
41
Properties=species:S:1:pos:R:3:nbo_charge:R:1
C -2.955 -1.340 0.259 -0.639
C -0.203 -1.015 -2.361 0.150
H 0.881 -2.310 2.419 0.477
H -1.624 3.440 -1.757 0.503
H -1.381 0.942 0.818 0.376
H -0.296 -2.304 -0.486 0.249
N -0.912 0.073 0.604 -0.902
H 1.230 1.179 1.669 0.490
H -0.276 3.299 0.497 0.472
O 1.642 -2.383 2.998 -0.957
C -0.825 -1.651 -1.172 -0.502
H 2.985 -0.186 0.468 0.492
H 1.863 -1.318 -1.855 0.457
O 2.171 1.168 1.805 -0.971
H -3.835 -1.256 -0.384 0.225
H -1.149 2.210 -0.754 0.476
H -0.863 -0.443 1.481 0.378
O -1.462 -0.734 4.381 -0.957
H 2.988 1.798 -1.105 0.478
H 2.351 0.527 2.489 0.491
O 2.595 1.845 -2.003 -0.967
O -1.096 2.632 -1.610 -0.975
H 1.623 -0.035 -2.857 0.457
O -0.799 3.316 1.318 -0.955
H 1.092 0.059 -1.344 0.462
H -1.552 -2.374 -1.595 0.250
H -1.557 0.213 4.572 0.473
H -2.717 -2.389 0.393 0.214
C -0.761 -0.717 -3.527 -0.354
N 1.182 -0.598 -2.131 -0.702
H 3.985 -0.928 -0.324 0.482
H -1.843 -0.755 -3.583 0.230
H -1.433 -1.180 5.235 0.484
H -3.305 -0.746 1.106 0.233
H -2.091 0.076 -1.120 0.202
H 2.503 -2.244 2.602 0.483
O 3.055 -1.016 -0.001 -0.980
C -1.712 -0.667 -0.412 -0.036
H -0.177 3.614 1.983 0.484
H 2.943 2.702 -2.251 0.493
H -0.267 -0.505 -4.465 0.232
```

Its total charge is +1. Its HOMO-LUMO gap is 10.12 eV.

---

Entry 5:
The following is a DFT calculation (ωB97M-V with the def2-TZVPD basis set) of an isolated molecule of C7H18N2O.

The geometry in XYZ format:
```
28
Properties=species:S:1:pos:R:3:nbo_charge:R:1
H 2.028 0.575 1.351 0.201
H 1.745 2.736 0.719 0.349
H 0.631 -2.910 -0.526 0.356
C -0.562 0.582 1.651 -0.623
C -1.018 -1.803 -0.073 -0.238
H -2.404 0.306 -0.292 0.464
H -1.607 0.878 1.552 0.191
H -0.480 -1.335 -2.626 0.217
H -0.816 2.250 -0.588 0.204
C -0.635 -0.432 -0.687 0.269
H 0.267 3.155 1.301 0.348
H -1.673 -2.290 -0.817 0.175
C 0.198 1.933 -0.337 -0.219
H 2.196 0.143 -0.347 0.202
N 0.118 -2.630 0.303 -0.846
C 1.576 0.012 0.536 -0.643
C 0.147 0.509 0.292 -0.074
H 1.560 -1.037 0.814 0.254
O -1.859 0.181 -1.077 -0.728
H 0.770 1.885 -1.266 0.186
H -0.506 -0.375 2.162 0.217
H 1.087 -1.114 -1.829 0.209
H -0.071 1.316 2.288 0.212
N 0.798 2.985 0.455 -0.825
H -1.622 -1.642 0.824 0.186
H -0.212 -3.476 0.755 0.364
H 0.230 0.267 -2.537 0.225
C 0.114 -0.670 -2.002 -0.636
```

Its total charge is 0. The SMILES is CC(C)(CN)[C@](C)(O)CN. Its HOMO-LUMO gap is 9.60 eV.

---

Entry 6:
The following is a DFT calculation (ωB97M-V with the def2-TZVPD basis set) of a structure of composition C48H47BrCl2N7O7STi.

The geometry in XYZ format:
```
114
Properties=species:S:1:pos:R:3:mulliken_charge:R:1
C -1.446 2.601 -2.915 -0.046
H 1.319 -6.053 -0.081 0.554
Cl -0.097 -3.015 -4.025 -0.193
C -2.004 3.546 -3.959 1.850
C -1.541 -3.068 -3.076 0.783
H 3.950 2.031 -5.084 0.420
C -0.240 1.921 -3.068 -0.570
O -0.401 -1.779 -1.459 0.355
H -3.167 1.994 -4.954 0.364
O -3.288 6.380 4.649 -0.717
C -3.087 -4.255 3.058 -1.326
H -4.060 2.843 -3.682 0.353
C -2.657 3.715 3.630 -1.233
C 1.892 0.949 3.582 -0.500
O -1.586 6.062 6.374 -0.667
C 2.866 -3.621 1.677 -0.813
S -2.777 5.554 5.723 1.272
H -2.629 -4.257 -4.477 0.500
H -2.656 2.227 2.070 0.175
C 4.106 1.028 -5.488 -2.041
C -3.800 -3.749 -2.740 0.050
C -1.049 3.736 -5.140 -2.031
C 1.964 -2.599 1.391 -0.302
C -1.618 1.540 3.818 0.778
C -2.403 -3.246 2.330 0.683
H -2.625 5.612 -4.064 0.456
N -1.277 -4.246 4.566 0.172
C -1.522 -2.398 -1.840 -0.996
C -2.230 4.009 4.910 0.121
O -3.084 -2.805 1.269 -0.350
H -1.329 5.325 -2.898 0.380
N 0.897 -2.800 0.590 1.648
C 4.850 -1.313 -5.049 -1.578
O 0.434 -2.793 4.240 -0.664
C -1.530 3.085 5.667 -1.047
H 6.374 -0.067 -3.112 0.333
H -2.141 1.334 0.146 0.326
H -1.491 4.439 -5.844 0.434
H -1.238 3.348 6.675 0.429
C 2.651 -4.873 1.143 -0.879
C -0.639 -3.232 3.838 -0.200
H 5.228 -2.035 -4.325 0.348
C 0.224 1.063 -2.085 0.229
N -0.470 0.844 -0.956 0.954
H 3.242 -1.719 -0.354 0.346
H -0.836 -0.368 3.819 -0.124
H -2.914 -5.497 4.785 0.378
H -0.657 1.117 5.692 0.427
N -1.221 0.344 3.222 0.080
H 2.379 2.171 5.269 0.442
C 2.041 2.151 4.243 -1.000
C 0.685 -4.022 0.093 -0.522
H 0.977 4.245 1.808 0.516
C -1.218 1.851 5.119 -0.529
H 3.342 -5.684 1.333 0.513
H -3.753 3.640 -5.225 0.452
C 1.093 2.114 1.640 -0.051
C 1.726 3.339 3.597 -0.180
C 2.393 0.554 -3.234 -0.159
N 1.281 -0.329 1.584 1.347
C -2.764 -1.751 0.302 0.056
C -3.329 2.965 -4.481 -1.573
C 1.422 0.910 2.264 0.272
H -1.776 0.005 2.463 -0.421
C 3.908 -0.926 -2.197 -1.086
C -2.254 4.918 -3.310 -1.580
C 2.992 -1.076 -1.181 -0.820
C 1.517 0.356 -2.176 -0.126
H -3.219 4.457 3.079 0.523
H -0.874 2.801 -5.676 0.409
H 4.845 -1.461 -2.137 0.629
N -1.233 -2.787 2.693 0.286
H 5.585 -1.227 -5.850 0.457
H -4.055 -4.602 2.736 0.579
H 6.650 0.749 -4.649 0.457
H 3.715 -3.415 2.314 0.622
H 2.955 -1.058 2.562 0.992
O -3.791 5.039 6.630 -0.681
H -0.348 -3.870 6.400 0.320
C -2.653 -3.746 -3.524 -0.516
C 1.528 -5.082 0.344 -0.960
H 0.725 2.108 0.628 0.237
C 2.116 -1.263 1.907 -0.249
C 5.931 0.613 -3.841 -1.573
C -2.137 2.373 -1.723 -1.130
H 2.056 0.025 4.124 0.421
C -2.692 -2.421 -1.067 0.839
H -3.069 2.877 -1.514 0.639
C 3.619 -0.095 -3.278 0.151
C -2.339 2.479 3.081 0.149
H 3.925 -1.708 -5.473 0.343
C -3.818 -3.088 -1.525 -1.325
N 1.806 -0.461 -1.147 1.020
C -1.627 1.501 -0.791 -0.831
Ti 0.005 -0.995 0.105 -0.846
H -0.092 4.152 -4.816 0.423
H 2.118 1.223 -4.034 0.591
H 0.310 -5.240 5.513 0.296
C 1.239 3.318 2.299 -1.014
H -2.994 4.869 -2.511 0.356
H 3.177 0.673 -5.938 0.420
H -1.273 -5.389 6.316 0.335
H 5.773 1.578 -3.357 0.364
C 4.613 0.066 -4.412 1.948
Br 1.927 4.977 4.504 -0.074
C -0.611 -4.720 5.774 -0.942
H -0.193 -4.152 -0.527 0.445
H -3.677 -1.148 0.342 0.429
H 4.849 1.104 -6.281 0.427
C -2.473 -4.724 4.170 0.040
H -4.713 -3.104 -0.915 0.568
Cl -5.200 -4.591 -3.278 -0.186
O -1.675 -0.989 0.606 0.471
H 0.340 2.066 -3.965 0.667
```

Its total charge is +1. Its HOMO-LUMO gap is 2.90 eV.

---

| no. | electronic energy (Eh) |
| --- | --- |
| 1 | -3330.38960 |
| 2 | -6720.90585 |
| 3 | -2825.12969 |
| 4 | -842.62613 |
| 5 | -462.25915 |
| 6 | -7509.27956 |